(1)
{
  "formula": "FH4N3",
  "method": "wB97M-V/def2-TZVPD",
  "elements": ["N", "N", "N", "F", "H", "H", "H", "H"],
  "positions_angstrom": [[-0.761, 0.262, 0.219], [0.314, -0.678, 0.549], [1.392, -0.649, -0.289], [2.254, 0.575, 0.163], [-0.894, 0.943, 0.985], [-0.397, 0.805, -0.566], [0.511, -0.730, 1.538], [0.957, -0.561, -1.208]],
  "atomic_forces_ev_per_a": [[0.207, 0.167, 0.609], [0.278, 0.329, -1.927], [-0.874, -1.075, 3.276], [-0.823, -0.193, -1.322], [0.347, -0.427, -0.440], [-0.170, 0.046, 0.256], [0.345, 0.000, -0.180], [0.691, 1.154, -0.272]],
  "de_lowest_ev": 0.0000,
  "mol_weight_da": 65.05,
  "e_tot_ev": -7248.6220,
  "smiles": "NNNF",
  "orbital_gap_ev": 10.5,
  "homo_ev": -9.408
}


(2)
{
  "formula": "FH6HfO3",
  "method": "wB97M-V/def2-TZVPD",
  "elements": ["Hf", "F", "O", "H", "H", "O", "H", "H", "O", "H", "H"],
  "positions_angstrom": [[2.153, 1.522, 2.242], [0.785, 0.498, 0.800], [0.709, 1.381, -1.981], [0.582, 0.932, -1.126], [0.356, 2.287, -1.854], [-2.020, 0.074, -0.097], [-2.405, -0.778, 0.216], [-1.083, 0.070, 0.186], [0.150, -2.266, 0.299], [0.596, -2.411, 1.157], [0.176, -1.307, 0.158]],
  "atomic_forces_ev_per_a": [[-2.510, -1.879, -2.810], [2.993, 2.339, 3.306], [-0.061, 0.058, 0.492], [0.055, 0.033, -0.315], [-0.127, 0.042, -0.507], [0.578, -0.311, -0.093], [-0.330, 0.117, -0.100], [-0.730, 0.188, 0.251], [-0.086, 0.248, 0.024], [-0.174, -0.484, -0.023], [0.392, -0.352, -0.225]],
  "total_charge": 3,
  "mol_weight_da": 251.53,
  "e_tot_ev": -10216.7022,
  "orbital_gap_ev": 3.1,
  "homo_ev": -23.492
}


(3)
{
  "formula": "FHI2OP",
  "method": "wB97M-V/def2-TZVPD",
  "elements": ["O", "F", "P", "I", "I", "H"],
  "positions_angstrom": [[0.928, 0.315, 0.850], [-0.010, 1.358, -1.203], [-0.190, 0.108, -0.258], [0.644, -1.560, -1.692], [-2.320, 0.076, 0.710], [0.948, -0.298, 1.593]],
  "atomic_forces_ev_per_a": [[0.034, 0.683, -0.912], [0.180, -0.435, 1.065], [-0.586, 3.017, 1.906], [1.967, -3.412, -3.035], [-1.503, 0.297, 0.715], [-0.093, -0.149, 0.263]],
  "total_charge": 1,
  "de_lowest_ev": 0.8422,
  "mol_weight_da": 320.79,
  "e_tot_ev": -30262.3566,
  "spin_multiplicity": 3,
  "orbital_gap_ev": [7.9, 5.3],
  "homo_ev": [-11.699, -14.836]
}


(4)
{
  "formula": "FHNO2S",
  "method": "wB97M-V/def2-TZVPD",
  "elements": ["N", "O", "O", "F", "S", "H"],
  "positions_angstrom": [[-0.550, 0.428, -0.284], [0.590, -1.877, -0.096], [1.911, 0.163, -0.120], [-0.580, 1.700, 0.251], [0.836, -0.547, 0.537], [-2.208, 0.132, -0.289]],
  "atomic_forces_ev_per_a": [[-4.091, -0.918, -1.736], [-0.173, 1.056, 0.578], [0.829, 0.944, -0.453], [0.224, 0.878, 0.674], [-0.939, -2.168, 0.479], [4.149, 0.209, 0.457]],
  "total_charge": -1,
  "de_lowest_ev": 5.0162,
  "mol_weight_da": 98.08,
  "e_tot_ev": -19150.1765,
  "orbital_gap_ev": [7.7, 7.7],
  "homo_ev": [-3.899, -3.905]
}